# 1
Here is a molecular structure, C19H31Cl21F3NO2 from OMol25. Energies are from ωB97M-V/def2-TZVPD.

Structure (XYZ):
```
77
Properties=species:S:1:pos:R:3
C -0.536 -1.526 -4.833
C 0.362 -1.450 -3.595
C -0.551 -1.500 -2.398
N -0.033 -2.093 -1.127
C 1.230 -1.479 -0.578
C 0.119 -3.521 -1.284
C -1.307 -4.157 -1.030
C -2.129 -3.039 -0.266
C -1.070 -1.899 -0.006
H -0.003 -1.001 -5.686
H -1.513 -1.009 -4.752
H -0.713 -2.571 -5.097
H 0.928 -0.498 -3.534
H 1.163 -2.233 -3.533
H -1.455 -2.077 -2.502
H -0.878 -0.508 -2.117
H 2.022 -1.900 -1.238
H 1.359 -1.753 0.453
H 1.212 -0.381 -0.686
H 0.804 -3.889 -0.447
H 0.570 -3.833 -2.273
H -1.094 -5.051 -0.472
H -1.824 -4.349 -2.030
H -2.527 -3.269 0.756
H -3.032 -2.780 -0.890
H -0.567 -2.114 0.945
H -1.376 -0.849 -0.043
C -0.271 1.876 -0.224
O 1.023 1.508 -0.750
O -1.239 1.237 -0.832
C -0.069 1.635 1.280
F 0.549 2.667 1.799
F -1.214 1.421 1.996
F 0.693 0.489 1.525
C 1.726 2.506 -1.536
C 2.680 1.862 -2.503
H 3.345 1.111 -2.003
H 2.071 1.200 -3.240
H 3.235 2.548 -3.137
H 2.287 3.271 -0.894
H 1.011 3.183 -1.989
H -0.234 2.984 -0.363
C -4.023 0.861 -0.207
Cl -4.461 -0.236 -1.602
Cl -3.895 -0.200 1.136
Cl -5.146 2.165 0.085
H -2.976 1.267 -0.342
C -2.187 2.523 -3.289
Cl -0.611 2.127 -3.924
Cl -3.453 1.592 -4.282
Cl -2.615 4.365 -3.329
H -2.169 2.064 -2.325
C 0.972 1.049 5.271
Cl 2.702 0.733 4.812
Cl 0.768 2.785 5.611
Cl 0.556 0.231 6.762
H 0.424 0.698 4.386
C -2.463 -1.167 3.881
Cl -0.965 -2.092 4.052
Cl -2.483 0.292 4.807
Cl -3.683 -2.330 4.322
H -2.513 -1.035 2.816
C -2.480 4.180 2.420
Cl -1.522 5.555 3.024
Cl -2.619 4.280 0.655
Cl -4.112 4.125 3.107
H -1.841 3.292 2.585
C 3.656 -2.652 3.021
Cl 2.243 -3.165 4.049
Cl 3.484 -3.432 1.392
Cl 5.087 -3.053 3.870
H 3.610 -1.521 2.939
C 5.644 1.526 0.808
Cl 6.178 3.175 0.498
Cl 5.925 0.650 -0.734
Cl 3.932 1.452 1.267
H 6.286 1.124 1.592
```

Results
Energy   -10911.31442 Eh
2S+1   1
Total charge   0
Kohn-Sham gap   8.9 eV

These are the Löwdin partial charges, in e, on atoms 1 to 2:
1 C -0.097
2 C -0.224



# 2
Here is 2 unconnected molecules or ions with the total composition C6H8N2O3 from OMol25. Energies are from ωB97M-V/def2-TZVPD.

Structure (XYZ):
```
19
Properties=species:S:1:pos:R:3
C 2.859 0.329 -0.081
C 2.730 -1.016 0.028
C 1.789 1.176 -0.176
C 1.455 -1.500 0.329
C 0.478 0.661 0.019
C -3.118 -0.156 0.061
N 0.451 -0.682 0.211
N -0.634 1.381 0.189
O -4.131 -0.294 -0.719
O -2.069 -0.897 -0.246
O -3.137 0.682 0.914
H 3.827 0.853 -0.296
H 3.536 -1.686 0.124
H 1.945 2.334 -0.370
H 1.280 -2.591 0.362
H -0.481 2.400 0.143
H -4.112 -1.124 -1.367
H -1.165 -0.939 0.219
H -1.504 1.068 0.657
```

Results
Energy   -568.67367 Eh
2S+1   1
SMILES string   Nc1ccccn1.O=C(O)O
Total charge   0
Kohn-Sham gap   9.0 eV

These are the natural (NBO) partial charges, in e, on atoms 1 to 2:
1 C -0.163
2 C -0.314



# 3
Here is a molecular structure, C21H27MnO2S2Si2 from OMol25. Energies are from ωB97M-V/def2-TZVPD.

Structure (XYZ):
```
55
Properties=species:S:1:pos:R:3
Mn -0.048 0.426 -0.109
C 1.432 3.649 2.922
C 1.264 2.434 2.033
S -0.004 2.515 0.834
C 2.033 1.341 2.146
C 3.121 1.184 3.175
S 1.815 -0.042 1.093
H 0.656 4.380 2.707
H 2.401 4.131 2.766
H 1.359 3.382 3.980
H 3.252 2.095 3.760
H 4.075 0.945 2.697
H 2.890 0.364 3.861
C -1.020 -2.168 -2.391
Si -0.097 -1.896 -0.767
C 1.529 -2.825 -0.981
C -1.096 -2.887 0.501
C -1.265 -4.275 0.435
C -2.050 -4.947 1.362
C -2.686 -4.235 2.375
C -2.528 -2.860 2.453
C -1.734 -2.172 1.527
Si -1.500 -0.298 1.611
C -3.204 0.455 1.414
C -0.945 0.075 3.359
H -1.106 -3.243 -2.582
H -0.512 -1.706 -3.243
H -2.025 -1.742 -2.335
H 1.318 -3.879 -1.192
H 2.139 -2.765 -0.076
H 2.116 -2.420 -1.811
H -0.779 -4.842 -0.354
H -2.168 -6.023 1.298
H -3.302 -4.756 3.100
H -3.027 -2.314 3.249
H -3.872 0.027 2.170
H -3.616 0.240 0.424
H -3.170 1.539 1.541
H -1.707 -0.262 4.070
H -0.790 1.148 3.491
H -0.005 -0.437 3.577
O -2.134 2.226 -3.017
C -1.056 1.797 -2.665
O -0.854 1.000 -1.657
C 0.195 2.135 -3.435
C 1.162 1.167 -3.679
C 2.308 1.487 -4.394
C 2.504 2.787 -4.845
C 1.545 3.758 -4.590
C 0.387 3.429 -3.898
H 1.016 0.163 -3.298
H 3.052 0.725 -4.587
H 3.407 3.043 -5.386
H 1.698 4.775 -4.931
H -0.376 4.173 -3.706
```

Results
Energy   -3493.42739 Eh
<S²>   4.046
2S+1   4
Total charge   -1
Kohn-Sham gap (alpha / beta)   6.8 / 7.3 eV

These are the natural (NBO) partial charges, in e, on atoms 1 to 2:
1 Mn 0.691
2 C -0.645



# 4
Here is C2HNOS3 in the gas phase from OMol25. Energies are from ωB97M-V/def2-TZVPD.

Structure (XYZ):
```
8
Properties=species:S:1:pos:R:3
C -1.082 0.685 0.030
C 1.337 0.584 -0.098
N 0.167 0.331 -0.119
O 3.336 -1.050 0.217
S -2.536 -0.262 -0.168
S -2.684 -2.193 -0.032
S 2.945 0.327 -0.205
H -1.484 1.578 0.374
```

Results
Energy   -1401.20725 Eh
2S+1   1
Total charge   0
Kohn-Sham gap (alpha / beta)   6.4 / 6.1 eV

These are the natural (NBO) partial charges, in e, on atoms 1 to 2:
1 C -0.227
2 C 0.087



# 5
Here is 2 unconnected molecules or ions with the total composition C3H7NO2 from OMol25. Energies are from ωB97M-V/def2-TZVPD.

Structure (XYZ):
```
13
Properties=species:S:1:pos:R:3
O -1.818 0.303 0.542
C -1.230 -0.834 0.709
C -0.074 -1.235 -0.069
O 1.565 -0.272 0.331
C 1.476 0.976 0.350
N 0.364 1.681 0.299
H -0.619 1.219 0.351
H -1.295 -1.344 1.690
H -1.557 -1.753 -0.054
H 0.385 -2.192 0.155
H -0.045 -0.888 -1.098
H 2.412 1.548 0.405
H 0.444 2.687 0.340
```

Results
Energy   -323.64888 Eh
2S+1   1
Total charge   0
Kohn-Sham gap   9.6 eV

These are the natural (NBO) partial charges, in e, on atoms 1 to 2:
1 O -0.786
2 C 0.022